The following is a quantum chemistry calculation of a cluster of 8 separate species, C32H92N8O10 in total, from the OMol25 dataset.

XYZ file:
```
142
Properties=species:S:1:pos:R:3:forces:R:3
C -3.6671 17.2948 16.9876 -0.976 -0.238 -1.684
N -4.5660 16.6480 18.0062 -0.200 -1.235 -0.944
H -6.0613 4.4724 23.4588 0.569 -0.242 -0.519
O -1.8902 12.6305 20.4070 0.726 0.082 -0.003
H -8.8553 10.0044 17.8780 -0.071 -0.380 0.803
O -4.0114 12.8356 20.0776 -0.066 0.185 0.008
H 4.0134 15.7823 22.8987 -0.365 0.054 0.583
H 3.2047 14.3267 19.5689 -0.457 -0.035 0.012
H -1.5274 10.4775 13.8641 -0.231 -0.062 -0.139
H -5.4750 12.3625 26.6206 -0.479 -0.582 -0.041
H -0.9426 7.1813 25.9482 -0.082 -0.100 -0.170
H -9.2691 13.1470 18.1700 -0.424 0.662 -0.354
O -6.1652 10.4385 24.8018 0.529 0.056 -0.295
H -2.7145 5.8673 27.5023 0.045 0.272 0.027
C -8.6696 14.6531 20.1955 -0.270 -0.614 -0.787
H -1.5777 7.7117 12.1502 0.138 -0.027 0.465
H 1.8480 6.5572 16.1728 0.290 0.171 -0.259
H -0.5988 10.5538 16.4301 -0.417 -0.366 -0.013
H -4.7998 8.0178 13.8791 -0.138 0.529 0.180
H -7.6805 18.0208 17.3395 0.154 -0.383 0.006
H -4.6693 9.1616 11.0941 0.446 0.731 -0.063
H -4.3464 15.6992 26.5385 0.321 0.191 0.316
H -4.7177 5.9470 12.9811 -0.612 -0.185 -0.372
H -3.0146 5.7092 12.9352 0.224 0.420 -0.186
N -6.4763 11.3407 18.7948 0.428 -0.749 0.904
C -6.5477 14.8103 26.0749 0.835 -0.252 -0.330
H -6.2778 15.8173 26.3410 -0.015 0.560 -0.340
H -1.4588 7.4726 24.2663 0.121 0.150 -0.104
C 2.5850 7.3284 16.4320 1.082 -0.160 0.221
H 4.7438 15.1752 19.7521 0.141 -0.883 -0.757
H -5.4069 18.4423 18.3235 -1.173 -0.248 -0.290
C -5.3491 12.5389 25.5551 2.543 2.580 1.020
H -2.7739 16.7030 16.7925 -0.166 -0.218 0.329
H -2.2113 4.7200 26.4392 0.433 -0.500 0.046
H -3.4950 7.2174 25.8971 0.485 0.508 -0.294
O -1.9543 9.6370 14.0699 -0.078 -0.157 -0.351
H -7.4294 16.2293 17.4618 -0.465 -0.232 0.456
H -5.4648 14.7438 18.4693 -0.431 0.227 0.230
C -6.2831 11.8500 24.6336 -0.711 -0.981 -0.492
H 1.6050 11.2332 19.4062 0.067 0.208 -0.266
C -7.6793 11.8534 17.9785 2.215 0.485 0.408
C 5.5145 14.1524 21.9817 0.878 -1.270 -0.783
H -3.1378 7.7138 14.2314 0.445 -0.729 0.202
H 0.4326 12.9009 20.4688 0.438 0.132 -0.438
H -4.6019 14.2178 27.5497 0.451 0.491 -0.299
C -3.7834 8.2584 13.5730 -0.723 -1.271 -0.281
H -3.8355 5.7313 11.3599 -0.478 -0.224 0.369
H 6.0108 15.0493 21.6356 0.638 -0.124 0.058
H -4.3024 12.3084 25.3284 -0.178 -0.304 -0.046
H -3.3809 18.2676 17.3352 0.073 0.468 0.349
C -6.2642 5.3082 24.1010 0.313 0.388 1.176
N -5.2614 14.1385 25.5861 -1.286 -0.279 -0.657
C -8.2208 10.6329 17.2833 0.483 -0.316 0.005
H 5.5257 14.0896 23.0681 -0.151 -0.004 -0.108
C -2.9096 6.4233 25.4187 -0.683 1.626 1.608
H 1.2890 7.8599 18.4088 0.037 -0.397 0.679
H 0.9352 11.2682 16.4761 1.274 0.203 -0.352
C -1.4812 6.7698 25.0897 -0.216 -0.517 -0.293
H -8.1174 15.3096 20.8445 0.485 -0.073 0.217
H -9.2158 12.0739 19.5146 0.872 0.575 -0.160
C -3.8189 5.9743 24.3071 -1.184 -1.517 -1.018
O -6.3171 17.0838 15.9840 -1.203 0.325 0.665
H -8.8840 10.9451 16.5126 -0.226 0.211 -1.074
C 3.2774 13.2098 21.9485 0.891 -1.675 1.409
H -2.8158 16.1651 19.1370 -1.184 0.349 -0.160
C -4.7700 8.1170 11.2941 -1.498 0.131 0.204
H -7.3190 14.8300 25.3130 -0.167 -0.455 0.205
H -6.9578 4.9053 24.8585 0.139 0.570 -0.377
H -2.3380 8.9002 11.1279 -0.182 -0.380 -0.402
H -7.2932 12.1482 24.8809 -0.483 0.239 -0.370
C -4.2717 14.6227 26.5749 0.378 -1.068 0.883
C -3.8283 16.6503 19.2391 1.583 -0.324 2.215
N -2.8875 5.4541 26.5901 -0.650 -0.744 -1.005
H -7.3652 10.0162 16.8924 -1.001 0.603 0.049
H 3.3075 7.5888 15.6614 -0.014 -0.879 -0.207
C -4.8399 15.1861 17.7081 0.212 0.502 -1.060
O -7.8023 13.6808 19.5535 0.009 0.467 -0.208
H -7.0370 17.0784 15.3453 0.107 0.102 -0.393
C -2.4048 7.8680 11.4752 0.286 0.396 1.336
O 1.4152 12.9636 20.4506 -1.405 -1.019 -0.832
N -2.9204 12.2367 19.8633 -1.356 -0.858 -0.531
H -9.3871 14.0682 20.7330 -0.557 -0.014 0.773
H -5.2680 15.1119 16.6984 0.104 0.019 0.476
H -4.0215 6.7622 23.5621 1.061 -0.084 0.081
H -6.1562 17.1201 19.2264 -0.297 0.020 0.640
H -3.8098 5.0192 26.5849 -0.442 -0.211 0.324
H 3.1343 7.0213 17.3457 -0.224 -0.089 -0.415
C 0.1698 10.8990 17.1031 -1.470 0.516 1.124
H -4.7555 7.6077 10.3311 0.249 -0.236 0.249
H -5.8545 11.9758 19.3471 -0.438 0.387 -0.380
H 5.9009 13.2331 21.5069 0.571 0.518 0.569
O -5.1114 5.7575 24.8934 0.464 -0.773 0.318
H -5.8157 10.8635 18.1589 -0.380 0.041 0.451
H -4.8664 15.7592 24.3036 -0.365 0.798 0.151
O 1.9854 8.5772 16.6532 -0.897 1.517 0.641
H -3.3676 5.0528 23.8159 -0.789 0.826 0.262
H 3.5456 13.1691 23.0123 -0.654 0.082 0.006
H 0.0820 8.0449 17.1667 -0.650 -0.597 -0.380
H -7.1390 12.4642 17.2445 -0.507 0.228 -0.006
C -3.3542 9.6508 13.7231 0.976 1.674 0.024
H 1.3292 14.1373 22.0862 -0.030 0.293 0.220
H -2.3361 7.0741 10.7664 -0.025 0.075 -1.090
H -3.2464 14.2968 26.3588 -0.400 -0.042 -0.091
H 2.5172 10.4526 18.2369 0.216 0.023 -0.241
H -6.7434 14.3714 27.0332 -0.884 -0.611 0.174
C 3.6875 15.6442 21.8859 0.376 -0.945 -0.494
H -6.8346 10.6505 19.4784 0.359 0.167 -0.416
H 4.6623 13.3091 19.7213 0.235 0.235 -0.642
O -2.9510 11.2267 19.1134 0.517 0.541 0.341
H -6.2192 10.1295 25.7124 -0.284 0.349 0.145
H -4.4174 16.0804 19.9743 0.428 0.312 -0.029
H -1.0169 5.8307 24.7577 0.313 0.357 0.017
H -0.2517 9.8074 18.8994 -0.509 -0.338 -0.007
H -5.4747 14.3166 23.4582 -0.426 0.051 0.151
H -6.6879 6.1618 23.5544 0.085 -0.310 0.150
H -5.7737 8.0226 11.7406 0.475 -0.415 -0.009
C -3.8477 6.1374 12.3735 0.489 0.372 0.040
C -5.8572 17.4275 18.2439 2.002 0.881 0.813
N -3.7048 7.6454 12.2135 0.835 -0.943 -0.752
C -6.9624 17.1866 17.2923 0.856 0.261 -2.052
C 4.1908 14.2510 19.9873 0.976 0.644 -0.798
N 1.7574 10.3453 18.9038 -0.105 0.323 0.679
C -4.8740 14.6936 24.2786 0.870 -0.856 -0.927
C 1.7765 13.2018 21.7670 0.795 0.868 1.585
H -4.2431 17.4092 16.0490 0.485 -0.067 0.631
N 4.1689 14.2557 21.4293 -2.428 2.293 1.382
H -6.0465 11.9660 23.5509 -0.242 0.441 0.861
H 1.4472 12.4592 22.5186 -0.113 -0.072 -0.623
H 2.0895 9.6929 19.6335 -0.383 -0.048 -0.588
H 2.6372 15.7144 21.7021 -0.558 0.198 0.193
H 3.6715 12.2394 21.6030 -0.014 0.313 -0.285
H -3.5450 10.2612 12.8300 0.004 -0.029 0.222
H -3.8939 14.6702 17.7697 0.313 -0.106 -0.172
H 4.2048 16.3547 21.2721 0.224 0.426 -0.255
C -8.5578 12.7231 18.8578 -0.892 -1.344 0.156
C 0.5008 9.8713 18.1310 2.651 -1.585 -0.233
C 0.9632 8.4824 17.5917 -0.884 1.003 0.220
H -3.8446 14.4061 24.0389 -0.118 -0.190 0.245
H -0.2691 11.6878 17.7209 -0.049 0.513 -0.617
H -9.2397 15.2709 19.4916 0.293 -0.187 -0.246
H -3.8495 10.0892 14.5804 -0.598 0.172 0.001
H -3.6348 17.6734 19.5888 -0.304 -0.238 -0.094
```
Forces are in eV/Å.

net charge	+6
orbital gap	0.3492	Ha
F_max	3.764	eV/A
electronic energy	-2462.3941	hartree

The following is a quantum chemistry calculation of a structure of composition C6H9NSZn, from the OMol25 dataset.

XYZ file:
```
18
Properties=species:S:1:pos:R:3:forces:R:3
H -1.6353 0.7838 -2.9177 0.167 -0.236 -0.272
H -0.2311 -0.3262 -3.2401 0.150 -0.097 -0.568
C 0.4859 0.3799 5.2584 -0.036 -0.105 -0.615
H -4.7031 -0.7839 -5.4295 0.001 0.000 0.001
H 1.1781 2.4365 5.0115 -0.070 -0.415 0.033
H -0.0196 -1.6229 2.5219 0.260 -0.241 0.141
C 0.1108 -0.7705 4.5448 -0.087 0.148 -0.936
Zn 2.3409 0.4307 0.9989 0.167 0.550 -0.413
C 0.9849 1.4656 4.5515 0.087 0.174 0.899
H -0.6965 0.0862 -1.6157 -0.053 -0.015 -0.170
H 0.3529 0.4251 6.3393 -0.085 0.059 -0.312
S 1.9813 2.5732 2.2327 0.466 -0.247 -0.427
H -1.7641 -0.9616 -2.5210 0.157 0.097 -0.327
C 0.3510 -0.8334 3.1617 1.080 0.843 1.233
N 1.1277 0.1036 2.5756 -1.401 0.874 0.963
H -0.3845 -1.5980 5.0187 -0.158 -0.091 0.167
C 1.3249 1.3305 3.2142 -0.225 -1.551 -0.743
C -1.0829 -0.1124 -2.6248 -0.418 0.253 1.346
```
Forces are in eV/Å.

orbital gap (alpha / beta)	0.2634 / 0.2631	Ha
ΔE to the lowest compared entry with this formula, charge and spin	0.000	eV
F_max	1.912	eV/A
electronic energy	-2466.1534	hartree